C3H3CuFN2O5 as an isolated structure in a non-equilibrium geometry, computed with ωB97M-V/def2-TZVPD.

XYZ file:
```
15
Properties=species:S:1:pos:R:3
N 1.84765 -0.72875 0.77052
O 1.76003 0.03530 -0.45652
C 0.84006 1.03122 -0.42682
O 0.76428 1.85065 -1.25004
O 0.04170 0.97115 0.71373
C -1.26631 1.15221 0.54736
O -1.78330 2.22309 0.54178
N -2.17340 0.11150 0.44713
C -1.92699 -0.92118 -0.56148
O -1.23508 -1.84056 -0.31874
F -2.51762 -0.62692 -1.67327
H 2.50248 -0.27084 1.39472
H 2.09544 -1.68442 0.55591
H -2.35360 -0.31335 1.36835
Cu 3.40467 -0.98908 -1.65261
```

Results
**Lowest unoccupied orbital energy (alpha / beta)**: -9.72 / -13.22 eV
**Molar mass**: 229.61 g mol⁻¹
**Kohn-Sham gap (alpha / beta)**: 9.4 / 5.9 eV
**Net charge**: +2
**Highest occupied orbital energy (alpha / beta)**: -19.159 / -19.152 eV
**2S+1**: 2

Taken from the Mulliken analysis, the atomic charges in e are: number 1, N, carries -0.39; number 2, O, carries -0.05; number 3, C, carries 0.49; number 4, O, carries -0.31; number 5, O, carries -0.19; number 6, C, carries 0.43; number 7, O, carries -0.11; number 8, N, carries 0.09; number 9, C, carries 0.57; number 10, O, carries -0.25; number 11, F, carries -0.11; number 12, H, carries 0.29; number 13, H, carries 0.28; number 14, H, carries 0.38; number 15, Cu, carries 0.90